Molecular formula: C4H12
Method: DFT, ωB97M-V/def2-TZVPD

Properties
gap between HOMO and LUMO = 12.691 eV
E_LUMO = 1.15 eV
ΔE to the lowest compared entry with this formula, charge and spin = 7.61 kcal per mole
max |F| = 0.0346 hartree/bohr
HOMO level = -11.55 eV
calculated total energy = -159.57284 Eh
total charge = 0
molar mass = 60.140 g/mol
structure (SMILES) = CC.CC

```
16
Properties=species:S:1:pos:R:3:forces:R:3
C 0.417 2.494 0.318 0.2 -0.6 -0.2
C 0.190 1.277 1.231 -1.3 1.1 -0.6
H 0.940 3.342 0.747 -0.2 0.1 0.4
H 1.023 2.191 -0.523 0.4 -0.1 -0.4
H -0.534 2.796 -0.116 0.0 0.3 0.1
H 0.982 1.070 1.936 0.1 -0.2 0.0
H -0.771 1.445 1.721 0.3 0.1 0.8
H -0.087 0.457 0.585 0.6 -0.6 0.0
C -0.876 -1.589 -1.141 0.7 -0.8 -0.2
C 0.274 -2.201 -0.348 0.5 0.6 0.4
H -0.837 -0.528 -0.957 -0.5 0.4 -0.3
H -0.736 -1.803 -2.202 0.0 0.3 -0.1
H -1.839 -2.029 -0.887 -0.1 0.2 0.3
H 0.345 -3.280 -0.420 -0.1 -0.2 0.2
H 0.263 -1.849 0.688 -0.5 -0.6 0.2
H 1.245 -1.792 -0.632 0.0 -0.1 -0.7
```
Forces are in eV/Å.